1.
Formula: C22H60N2O8
Source: the OMol25 dataset
Level of theory: ωB97M-V/def2-TZVPD

Computed properties:
Calculated total energy   -43138.42870 eV
Kohn-Sham gap   9.4 eV
LUMO energy   0.4 eV
SMILES   NC(N)=O.CC(C)O.CC(C)O.CC(C)O.CC(C)O.CC(C)O.CC(C)O.CC(C)O
ΔE to the lowest compared entry with this formula, charge and spin   229.82 kcal/mol
Highest occupied orbital energy   -9.001 eV
F_max   0.210 Eh/bohr

The geometry in ORCA input format:
```
! RIJCOSX wB97M-V def2-TZVPD def2/J DEFGRID3
* xyz 0 1
N 0.65 -1.03 -0.02
C 0.25 -1.46 -1.15
N 0.15 -0.48 -2.00
O -0.23 -2.77 -1.46
H 0.78 -1.78 0.66
H 0.78 -0.14 0.28
H -0.30 -0.69 -2.92
H 0.67 0.42 -1.91
C -1.99 -3.33 1.33
C -2.37 -1.92 1.48
C -3.51 -1.86 2.45
O -1.42 -1.19 1.90
H -2.90 -3.92 0.96
H -1.47 -3.65 2.25
H -1.17 -3.63 0.73
H -2.66 -1.53 0.47
H -3.39 -2.56 3.26
H -4.47 -2.11 2.04
H -3.58 -0.87 2.81
H -0.73 -1.23 1.22
C -3.69 -1.77 -2.24
C -4.79 -0.75 -1.92
C -6.04 -1.49 -1.42
O -4.47 0.02 -1.00
H -4.10 -2.53 -2.99
H -3.32 -2.24 -1.35
H -2.83 -1.36 -2.78
H -5.05 -0.14 -2.78
H -6.32 -2.17 -2.24
H -6.75 -0.64 -1.45
H -6.02 -1.96 -0.43
H -3.64 0.43 -1.29
C 5.48 -0.19 1.19
C 5.07 0.51 -0.12
C 3.96 -0.17 -0.94
O 4.74 1.71 0.01
H 6.10 0.52 1.73
H 5.94 -1.20 1.08
H 4.62 -0.27 1.81
H 6.00 0.49 -0.67
H 3.90 0.39 -1.89
H 2.96 -0.14 -0.51
H 4.15 -1.19 -1.18
H 5.28 2.07 0.75
C 1.32 -4.45 2.82
C 2.02 -3.12 2.60
C 2.83 -3.22 1.31
O 1.18 -2.18 2.48
H 0.68 -4.92 2.04
H 0.55 -4.15 3.55
H 2.05 -5.10 3.28
H 2.64 -3.10 3.53
H 3.67 -4.02 1.38
H 3.17 -2.23 1.05
H 2.08 -3.56 0.65
H 0.69 -1.96 3.28
C -2.73 1.79 -3.71
C -1.85 2.09 -2.42
C -2.28 3.32 -1.51
O -1.88 1.21 -1.56
H -2.65 0.79 -3.94
H -2.30 2.27 -4.60
H -3.84 2.12 -3.47
H -0.80 2.22 -2.79
H -3.36 3.19 -1.19
H -2.13 4.25 -2.04
H -1.64 3.40 -0.66
H -1.07 0.71 -1.68
C 2.31 3.30 -2.76
C 1.73 3.12 -1.37
C 0.94 4.39 -0.91
O 1.04 2.10 -1.19
H 1.58 3.17 -3.53
H 3.05 2.56 -3.08
H 2.90 4.16 -2.93
H 2.51 3.09 -0.70
H 0.75 4.29 0.18
H 0.02 4.54 -1.40
H 1.57 5.17 -1.03
H 0.58 2.28 -0.36
C 2.05 1.05 2.05
C 0.63 1.31 2.30
C 0.39 2.68 3.00
O -0.03 1.44 1.25
H 2.52 1.78 1.41
H 2.02 0.11 1.55
H 2.66 0.89 2.93
H 0.32 0.55 3.07
H 0.62 3.63 2.61
H 0.92 2.54 3.93
H -0.67 2.80 3.36
H -1.01 1.50 1.46
*
```

Mulliken population analysis, charges in e, atoms 1 to 4:
1. N 2.64
2. C -0.61
3. N -0.15
4. O -0.79

2.
Formula: C22H60O10
Source: the OMol25 dataset
Level of theory: ωB97M-V/def2-TZVPD

Computed properties:
Calculated total energy   -44259.92550 eV
Kohn-Sham gap   9.6 eV
LUMO energy   0.3 eV
SMILES   CC(C)=O.CC(C)=O.CCO.CCO.CCO.CCO.CCO.CCO.CCO.CCO
ΔE to the lowest compared entry with this formula, charge and spin   41.31 kcal/mol
Highest occupied orbital energy   -9.278 eV
F_max   0.041 Eh/bohr

The geometry in ORCA input format:
```
! RIJCOSX wB97M-V def2-TZVPD def2/J DEFGRID3
* xyz 0 1
C 10.86 11.84 8.63
C 11.65 12.92 9.22
C 13.12 12.85 9.32
O 11.10 13.82 9.80
H 11.17 11.68 7.60
H 9.82 12.20 8.59
H 10.89 10.92 9.18
H 13.37 12.16 10.14
H 13.49 13.82 9.58
H 13.63 12.48 8.43
C 12.72 7.60 15.24
C 11.76 6.69 15.98
C 12.42 5.71 16.93
O 10.55 6.67 15.80
H 13.09 7.10 14.32
H 13.62 7.86 15.81
H 12.21 8.48 14.85
H 13.14 5.13 16.35
H 11.64 5.03 17.32
H 12.94 6.27 17.70
C 14.38 9.18 7.52
C 13.04 8.65 6.95
O 12.56 7.48 7.57
H 15.24 8.53 7.23
H 14.35 9.27 8.58
H 14.61 10.11 6.99
H 13.19 8.36 5.90
H 12.32 9.48 6.90
H 12.08 7.78 8.36
C 11.66 5.39 9.85
C 11.30 6.59 10.72
O 11.06 7.75 9.87
H 12.55 5.50 9.22
H 10.79 5.24 9.20
H 11.75 4.52 10.50
H 12.13 6.84 11.36
H 10.42 6.36 11.34
H 10.86 8.53 10.43
C 8.25 9.30 16.82
C 8.41 9.03 15.31
O 7.53 9.88 14.55
H 8.39 10.39 16.96
H 8.94 8.66 17.40
H 7.20 9.11 17.06
H 8.25 7.97 15.02
H 9.44 9.27 14.92
H 6.64 9.77 14.94
C 17.76 9.86 9.86
C 17.39 10.70 11.06
O 16.12 11.27 10.85
H 16.97 9.13 9.86
H 18.68 9.31 9.91
H 17.73 10.48 8.95
H 18.15 11.48 11.22
H 17.41 10.11 12.00
H 16.01 11.88 11.56
C 12.71 10.13 12.15
C 11.26 10.73 12.15
O 10.42 9.99 11.32
H 13.03 10.09 11.12
H 12.65 9.13 12.57
H 13.44 10.72 12.71
H 11.33 11.77 11.72
H 10.90 10.79 13.19
H 9.48 10.06 11.58
C 6.67 9.27 10.01
C 6.88 10.39 11.00
O 7.93 9.83 11.80
H 5.98 9.43 9.18
H 6.36 8.39 10.60
H 7.65 9.02 9.58
H 5.98 10.61 11.60
H 7.20 11.35 10.54
H 7.63 9.82 12.72
C 14.91 7.23 10.75
C 15.93 6.95 11.82
O 15.24 7.05 13.06
H 14.43 8.19 10.96
H 14.14 6.47 10.76
H 15.25 7.21 9.71
H 16.76 7.66 11.81
H 16.40 5.97 11.63
H 15.82 6.78 13.77
C 15.35 11.57 17.30
C 14.25 11.53 16.27
O 14.28 12.73 15.53
H 16.38 11.58 16.84
H 15.22 10.72 17.95
H 15.28 12.46 17.95
H 13.26 11.33 16.69
H 14.42 10.67 15.60
H 13.51 12.86 14.97
*
```

Mulliken population analysis, charges in e, atoms 1 to 4:
1. C -0.64
2. C 0.71
3. C -0.54
4. O -0.60

3.
Formula: C22H61B2NO15P4
Source: the OMol25 dataset
Level of theory: ωB97M-V/def2-TZVPD

Computed properties:
Calculated total energy   -94511.67989 eV
Kohn-Sham gap   6.6 eV
LUMO energy   -1.7 eV
SMILES   CCCO[PH2](B(C)O)B(N)O.CCOP(=O)(OCC)OCC.CCOP(=O)(OCC)OCC.CCOP(=O)(OCC)OCC
Highest occupied orbital energy   -8.268 eV
F_max   0.182 Eh/bohr

The geometry in ORCA input format:
```
! RIJCOSX wB97M-V def2-TZVPD def2/J DEFGRID3
* xyz 0 1
C 3.12 -2.71 -2.29
C 2.79 -1.62 -3.39
C 1.63 -2.01 -4.39
O 0.31 -1.61 -3.92
P -0.57 -3.12 -3.59
B -2.15 -2.17 -3.01
C -2.03 -1.04 -1.87
O -3.47 -2.41 -3.56
B -1.35 -4.86 -3.11
N -0.77 -5.59 -1.90
O -2.39 -5.47 -3.86
H 4.16 -2.60 -1.87
H 2.42 -2.54 -1.41
H 2.96 -3.78 -2.64
H 2.66 -0.61 -2.90
H 3.73 -1.51 -4.03
H 1.79 -1.42 -5.35
H 1.69 -3.12 -4.56
H -0.53 -3.52 -4.97
H 0.46 -3.40 -2.62
H -2.78 -1.26 -1.05
H -2.35 -0.06 -2.33
H -0.98 -0.93 -1.46
H -3.93 -2.89 -2.85
H -0.70 -4.84 -1.19
H 0.21 -5.74 -2.17
H -2.61 -6.30 -3.39
C 5.08 -6.29 4.98
C 4.14 -5.14 4.68
O 4.87 -3.93 4.49
P 5.28 -3.41 2.96
O 3.91 -3.61 2.30
O 5.14 -1.77 3.15
C 4.71 -0.99 2.03
C 3.32 -0.43 2.31
O 6.91 -3.27 3.42
C 7.28 -2.62 4.63
C 8.09 -3.60 5.47
H 5.80 -6.42 4.17
H 4.52 -7.22 5.11
H 5.65 -6.09 5.89
H 3.52 -5.38 3.82
H 3.47 -4.98 5.53
H 4.71 -1.57 1.11
H 5.42 -0.17 1.91
H 2.61 -1.23 2.50
H 2.97 0.16 1.47
H 3.34 0.20 3.20
H 6.43 -2.26 5.20
H 7.90 -1.76 4.37
H 7.55 -4.53 5.61
H 8.32 -3.17 6.45
H 9.03 -3.85 4.97
C -2.25 1.57 -5.51
C -1.65 2.85 -4.97
O -2.53 3.95 -5.15
P -3.54 4.44 -3.93
O -2.51 4.42 -2.80
O -3.52 6.08 -4.17
C -3.63 6.94 -3.03
C -2.31 7.66 -2.82
O -4.88 4.36 -4.97
C -4.84 4.92 -6.28
C -5.15 3.84 -7.29
H -3.21 1.36 -5.02
H -1.58 0.72 -5.34
H -2.45 1.65 -6.58
H -1.38 2.71 -3.92
H -0.72 3.07 -5.51
H -3.92 6.38 -2.14
H -4.42 7.67 -3.24
H -1.50 6.95 -2.67
H -2.37 8.32 -1.95
H -2.06 8.26 -3.69
H -3.88 5.39 -6.51
H -5.60 5.71 -6.33
H -4.50 2.98 -7.15
H -5.04 4.20 -8.31
H -6.18 3.48 -7.15
C -2.51 -1.34 5.44
C -2.38 -0.82 4.03
O -2.49 0.60 4.01
P -1.13 1.56 4.01
O -0.41 0.79 2.89
O -1.66 2.79 3.03
C -0.71 3.45 2.18
C -1.00 3.11 0.74
O -1.76 2.41 5.33
C -3.12 2.86 5.35
C -3.80 2.28 6.57
H -1.74 -0.91 6.09
H -2.41 -2.43 5.46
H -3.48 -1.07 5.87
H -1.45 -1.17 3.58
H -3.20 -1.21 3.41
H 0.31 3.18 2.45
H -0.82 4.53 2.34
H -0.96 2.03 0.57
H -0.28 3.59 0.07
H -2.01 3.43 0.46
H -3.66 2.58 4.44
H -3.11 3.95 5.41
H -3.68 1.19 6.61
H -4.87 2.52 6.57
H -3.35 2.67 7.48
*
```

Mulliken population analysis, charges in e, atoms 1 to 4:
1. C -0.98
2. C -0.33
3. C -0.64
4. O -0.40

4.
Formula: C22H61Fe2N3O20P2
Source: the OMol25 dataset
Level of theory: ωB97M-V/def2-TZVPD

Computed properties:
Calculated total energy   -156576.99937 eV
Kohn-Sham gap (alpha / beta)   3.6 / 3.8 eV
LUMO energy (alpha / beta)   3.8 / 3.8 eV
Highest occupied orbital energy (alpha / beta)   0.232 / 0.059 eV
F_max   0.125 Eh/bohr

The geometry in ORCA input format:
```
! RIJCOSX wB97M-V def2-TZVPD def2/J DEFGRID3
* xyz -2 9
Fe -2.14 -22.76 10.32
Fe -5.55 -23.61 10.19
P -4.11 -23.69 8.07
O -5.45 -22.95 8.34
O -4.46 -24.18 6.68
O -4.59 -24.84 8.99
O -2.77 -23.04 8.51
P -3.95 -23.43 12.24
O -2.67 -24.04 11.65
O -3.74 -22.66 13.53
O -5.34 -24.11 12.11
O -4.04 -22.58 11.02
C 1.43 -23.70 8.58
C 0.48 -24.75 9.32
C 0.99 -26.11 9.77
O 1.64 -26.67 8.74
C 1.89 -28.06 9.01
N -0.18 -23.92 10.33
H 2.27 -24.32 8.26
H 1.98 -23.08 9.30
H 1.10 -23.15 7.70
H -0.31 -25.10 8.66
H 0.10 -26.63 10.12
H 1.57 -25.85 10.65
H 0.94 -28.58 8.85
H 2.09 -28.22 10.07
H 2.50 -28.67 8.34
H 0.45 -23.49 10.99
H -0.67 -24.66 10.81
C -9.49 -24.66 11.15
C -8.43 -23.81 10.44
C -8.08 -22.45 11.09
O -6.77 -22.02 10.75
C -6.81 -20.78 10.05
N -7.35 -24.74 10.24
H -9.79 -25.44 10.45
H -10.39 -24.10 11.42
H -9.16 -25.03 12.12
H -8.87 -23.56 9.47
H -8.18 -22.48 12.18
H -8.94 -21.80 10.93
H -6.74 -20.95 8.97
H -5.92 -20.20 10.30
H -7.58 -20.04 10.23
H -7.47 -25.28 9.40
H -7.17 -25.26 11.09
C -2.13 -27.01 11.85
C -2.33 -28.02 13.00
O -3.35 -28.91 12.70
O -1.17 -26.05 12.13
H -3.15 -26.64 11.78
H -1.69 -27.42 10.94
H -2.51 -27.49 13.94
H -1.38 -28.50 13.23
H -4.05 -28.26 12.81
H -1.65 -25.22 12.19
C -6.40 -27.16 13.20
C -6.12 -26.34 14.48
O -6.61 -25.10 14.24
O -5.48 -26.93 12.25
H -7.42 -27.05 12.83
H -6.20 -28.19 13.50
H -5.07 -26.12 14.65
H -6.57 -26.73 15.40
H -6.17 -24.67 13.51
H -5.41 -25.98 12.37
C -2.47 -23.03 16.47
C -2.71 -24.60 16.18
O -2.59 -24.69 14.75
O -3.32 -22.11 15.91
H -1.49 -22.57 16.39
H -2.72 -22.89 17.52
H -3.66 -24.82 16.66
H -1.99 -25.21 16.73
H -3.05 -23.96 14.32
H -3.32 -22.13 14.95
C -5.59 -19.78 13.67
C -6.21 -20.78 14.65
O -6.51 -22.00 13.96
O -4.26 -20.16 13.44
H -5.49 -18.83 14.20
H -6.19 -19.67 12.77
H -7.15 -20.38 15.03
H -5.70 -20.99 15.59
H -5.67 -22.40 13.73
H -4.18 -21.11 13.32
C 2.92 -22.61 12.68
O 1.53 -22.58 12.52
C 0.88 -21.53 13.25
C -0.62 -21.72 13.34
N -1.35 -21.57 12.11
C -1.39 -20.09 11.85
C -2.07 -19.84 10.39
O -1.83 -20.88 9.48
C -0.45 -20.75 9.09
H 3.41 -21.70 12.34
H 3.21 -23.38 11.98
H 3.20 -23.09 13.62
H 1.17 -20.61 12.75
H 1.32 -21.34 14.24
H -1.08 -21.32 14.24
H -0.67 -22.80 13.49
H -2.19 -21.97 12.49
H -0.44 -19.57 11.88
H -1.99 -19.63 12.63
H -1.86 -18.86 9.96
H -3.14 -20.02 10.52
H 0.29 -21.36 9.61
H -0.10 -19.72 9.15
H -0.44 -21.06 8.04
*
```

Mulliken population analysis, charges in e, atoms 1 to 4:
1. Fe 2.29
2. Fe 0.16
3. P 0.10
4. O -0.75

5.
Formula: C22H62O9
Source: the OMol25 dataset
Level of theory: ωB97M-V/def2-TZVPD

Computed properties:
Calculated total energy   -42244.15760 eV
Kohn-Sham gap   9.5 eV
LUMO energy   0.3 eV
SMILES   CC(C)O.CC(C)O.CC(C)O.CC(C)O.CCO.CCO.CCO.CCO.CCO
ΔE to the lowest compared entry with this formula, charge and spin   48.97 kcal/mol
Highest occupied orbital energy   -9.190 eV
F_max   0.054 Eh/bohr

The geometry in ORCA input format:
```
! RIJCOSX wB97M-V def2-TZVPD def2/J DEFGRID3
* xyz 0 1
C -4.70 -2.25 -0.38
C -5.03 -1.12 -1.34
C -3.85 -0.78 -2.30
O -6.10 -1.47 -2.23
H -4.29 -3.02 -1.03
H -5.59 -2.64 0.11
H -3.99 -1.87 0.36
H -5.26 -0.27 -0.70
H -2.95 -0.62 -1.70
H -4.09 0.13 -2.85
H -3.57 -1.59 -2.96
H -5.77 -2.28 -2.63
C 4.31 -1.95 1.31
C 4.35 -3.25 2.14
C 4.78 -2.90 3.58
O 3.11 -3.86 2.04
H 3.68 -1.22 1.82
H 3.97 -2.15 0.29
H 5.33 -1.60 1.24
H 5.03 -3.90 1.60
H 5.82 -2.61 3.70
H 4.76 -3.70 4.33
H 4.37 -1.99 4.01
H 3.19 -4.48 2.76
C -1.47 -0.57 0.75
C -0.11 0.04 0.69
C 0.96 -1.04 0.45
O -0.04 1.11 -0.27
H -1.68 -1.27 -0.06
H -2.25 0.18 0.76
H -1.63 -1.14 1.67
H 0.04 0.46 1.69
H 1.94 -0.79 0.85
H 1.04 -1.04 -0.64
H 0.59 -2.02 0.74
H -0.85 1.60 -0.12
C -1.16 -4.61 -4.37
C -1.57 -3.35 -3.56
C -0.64 -2.82 -2.53
O -1.79 -2.34 -4.60
H -1.93 -4.94 -5.08
H -0.97 -5.41 -3.66
H -0.26 -4.42 -4.96
H -2.45 -3.59 -2.97
H -0.44 -3.50 -1.70
H -0.96 -1.91 -2.02
H 0.33 -2.59 -2.97
H -2.51 -2.68 -5.14
C 2.12 3.90 -1.20
C 2.90 2.82 -0.44
O 2.62 1.52 -0.88
H 2.32 3.83 -2.27
H 2.38 4.90 -0.86
H 1.04 3.79 -1.10
H 2.52 2.79 0.58
H 3.96 3.07 -0.49
H 1.66 1.46 -0.85
C 3.67 -1.62 -2.69
C 4.12 -0.22 -3.18
O 4.74 0.43 -2.11
H 4.42 -2.32 -2.34
H 3.28 -2.23 -3.50
H 2.95 -1.67 -1.88
H 3.25 0.29 -3.58
H 4.83 -0.43 -3.98
H 4.03 0.88 -1.65
C -0.75 0.61 5.52
C 0.45 1.19 4.81
O 0.96 2.20 5.59
H -0.48 0.50 6.57
H -1.06 -0.32 5.06
H -1.57 1.32 5.41
H 0.38 1.43 3.75
H 1.08 0.30 4.83
H 1.86 2.41 5.31
C -4.00 3.36 -1.85
C -2.55 3.39 -1.44
O -2.36 2.59 -0.31
H -4.71 3.56 -1.05
H -4.35 2.44 -2.33
H -4.04 4.12 -2.63
H -2.23 4.41 -1.22
H -1.92 2.94 -2.21
H -2.35 3.14 0.47
C 0.03 3.89 2.62
C -1.47 4.11 2.96
O -2.18 4.38 1.72
H 0.48 4.00 3.61
H 0.50 4.62 1.97
H 0.19 2.95 2.10
H -1.66 4.95 3.63
H -1.92 3.28 3.48
H -2.86 5.03 1.92
*
```

Mulliken population analysis, charges in e, atoms 1 to 4:
1. C -0.83
2. C 0.10
3. C -0.13
4. O -0.58